1.
One molecule with the formula C4H6N2S in a non-equilibrium geometry. Source: OMol25; level of theory: the ωB97M-V functional and the def2-TZVPD basis.

## Properties
- LUMO energy: 0.02678 Ha
- Orbital gap: 9.90 eV
- E_HOMO: -9.18 eV
- Relative energy (zero: lowest compared OMol25 entry of this formula, charge and spin): 110.4 kcal per mole
- Structure (SMILES): [H]/N=C\NSCC#C

ORCA input file:
```
! RIJCOSX wB97M-V def2-TZVPD def2/J DEFGRID3
* xyz 0 1
H 2.1669 -1.2796 -0.1840
N 2.4831 -0.4131 -0.7582
C 2.0022 0.5983 -0.1817
N 1.2225 0.7531 0.9663
S 0.2440 -0.7347 1.1285
C -0.8262 -1.0129 -0.3061
C -1.8868 -0.0822 -0.2800
C -2.7964 0.6576 -0.0298
H 2.3733 1.6010 -0.2426
H 0.6680 1.5819 1.0102
H -1.3453 -2.0680 -0.0350
H -0.3804 -0.8299 -1.2807
H -3.9250 1.2285 0.1931
*
```

Quick look at the Mulliken charges, all values in e:
1. H 0.309
2. N -0.587
3. C -0.038
4. N -0.303
5. S -0.125
6. C -0.432
7. C -0.541
8. C 0.119
9. H 0.344
10. H 0.302
11. H 0.256
12. H 0.381
13. H 0.316


2.
An isolated ion of composition C8H18N4O3P and charge +1 in a non-equilibrium geometry. Source: OMol25; level of theory: the ωB97M-V functional and the def2-TZVPD basis.

## Properties
- LUMO energy: -0.16188 Ha
- Orbital gap: 7.53 eV
- E_HOMO: -11.93 eV
- Structure (SMILES): C=CCN1CO[C@@H](CCN)N(P(O)O)C1=[NH2+]

ORCA input file:
```
! RIJCOSX wB97M-V def2-TZVPD def2/J DEFGRID3
* xyz 1 1
C 5.2314 0.7533 -0.3684
C 3.9181 0.8967 -0.6463
C 2.9155 0.2942 0.2960
N 1.6059 -0.0175 -0.3511
C 0.9277 1.2845 -0.7642
O -0.3077 1.0425 -1.3128
C -1.1564 0.4135 -0.3808
C -2.5537 0.3426 -0.9524
C -3.6937 0.5463 0.0866
N -4.5530 1.6888 -0.1417
N -0.4981 -0.9426 -0.1056
P -1.5869 -2.0856 0.8177
O -2.4224 -2.6364 -0.4364
O -0.5386 -3.3176 1.0122
C 0.7457 -0.7445 0.3965
N 1.1265 -1.2284 1.6364
H 5.6350 -0.2363 -0.1698
H 5.8926 1.6125 -0.3572
H 3.5761 1.3916 -1.5509
H 3.3555 -0.6203 0.6918
H 2.7531 0.9899 1.1221
H 0.8434 1.8718 0.1601
H 1.5352 1.8343 -1.4714
H -1.1313 1.0116 0.5382
H -2.6082 1.1867 -1.6410
H -2.6990 -0.5537 -1.5477
H -3.2331 0.7008 1.0662
H -4.2853 -0.3648 0.1775
H -4.1783 2.5450 0.2362
H -4.8207 1.8129 -1.1071
H -1.8835 -3.1374 -1.0676
H -0.5113 -3.5659 1.9428
H 0.9665 -0.6783 2.4630
H 1.6331 -2.0903 1.7293
*
```

Quick look at the Mulliken charges, all values in e:
1. C -0.750
2. C -0.303
3. C -0.338
4. N 0.188
5. C -0.611
6. O -0.453
7. C 0.027
8. C -0.797
9. C -0.546
10. N -0.623
11. N 0.116
12. P 0.219
13. O -0.444
14. O -0.505
15. C 0.127
16. N -0.334
17. H 0.272
18. H 0.263
19. H 0.257
20. H 0.439
21. H 0.338
22. H 0.457
23. H 0.413
24. H 0.373
25. H 0.465
26. H 0.387
27. H 0.352
28. H 0.330
29. H 0.243
30. H 0.244
31. H 0.347
32. H 0.386
33. H 0.209
34. H 0.252


3.
A 12-piece molecular cluster, C21H41Cl10F2N5O16 overall in a non-equilibrium geometry. Source: OMol25; level of theory: the ωB97M-V functional and the def2-TZVPD basis.

## Properties
- LUMO energy: -0.00888 Ha
- Orbital gap: 10.64 eV
- E_HOMO: -10.88 eV
- Structure (SMILES): O=C1OC[C@@H](F)O1.O=C1OC[C@@H](F)O1.C[N+](=O)[O-].C[N+](=O)[O-].C[N+](=O)[O-].C[N+](=O)[O-].C[N+](=O)[O-].ClCCCl.ClCCCl.ClCCCl.ClCCCl.ClCCCl

ORCA input file:
```
! RIJCOSX wB97M-V def2-TZVPD def2/J DEFGRID3
* xyz 0 1
O 0.1984 9.1037 5.6298
C 0.0809 7.9045 5.9364
O -0.7390 7.0103 5.3839
C -0.5483 5.7601 6.0773
C 0.0711 6.0940 7.4191
F 1.0749 5.2534 7.8077
O 0.7281 7.3594 7.0439
H -1.5303 5.2975 6.1767
H 0.1232 5.2136 5.4152
H -0.5362 6.3269 8.2938
O 7.5874 -3.4690 3.3462
C 6.4853 -3.5074 3.8912
O 5.5763 -2.5274 3.9425
C 4.4474 -2.9693 4.6862
C 5.1739 -4.0047 5.5484
F 4.4221 -5.0518 5.8994
O 6.0159 -4.5493 4.5649
H 3.9134 -2.2391 5.2943
H 3.7787 -3.4138 3.9491
H 5.5968 -3.5428 6.4406
C 4.8121 4.3473 -2.0025
N 3.4937 4.0610 -1.4889
O 2.5793 4.8746 -1.6996
O 3.3988 3.0525 -0.8237
H 5.3001 3.5250 -2.5256
H 5.4893 4.6969 -1.2232
H 4.8395 5.2765 -2.5717
C -2.3968 -2.7718 6.3510
N -3.1139 -4.0375 6.6707
O -3.7611 -4.5561 5.8148
O -2.8701 -4.5129 7.7625
H -1.3931 -2.7739 6.7762
H -3.0556 -1.9620 6.6645
H -2.3448 -2.7225 5.2634
C 7.2544 -0.3937 -1.1066
N 8.4237 0.1100 -0.3635
O 8.1443 0.9689 0.4154
O 9.5531 -0.1143 -0.7576
H 7.3505 -0.0713 -2.1434
H 6.2744 -0.0891 -0.7394
H 7.3937 -1.4743 -1.1391
C -6.8258 2.3775 -1.3366
N -5.9763 2.0602 -2.5317
O -6.5157 1.9827 -3.6290
O -4.7662 1.8882 -2.3773
H -6.7018 1.4929 -0.7119
H -7.8381 2.4080 -1.7396
H -6.4409 3.2854 -0.8722
C 0.7560 -5.4650 -3.4073
N 1.2296 -5.7725 -4.8054
O 0.9666 -4.9508 -5.7022
O 1.8458 -6.7847 -4.9523
H -0.1954 -4.9409 -3.4981
H 1.5276 -4.7868 -3.0430
H 0.6329 -6.4914 -3.0616
Cl -7.9230 -2.0816 -1.6896
C -6.7597 -3.2721 -1.2916
C -5.6133 -2.5560 -0.5268
Cl -6.0206 -2.0395 1.0786
H -6.2711 -3.6256 -2.1996
H -7.1991 -4.0996 -0.7347
H -5.2271 -1.7658 -1.1706
H -4.7675 -3.2302 -0.3923
Cl -0.3147 0.9288 2.2904
C -0.8636 0.4401 0.6448
C 0.0642 -0.6118 0.1229
Cl -0.2679 -2.1155 0.9734
H -1.0700 1.3533 0.0867
H -1.8834 0.0596 0.7038
H 1.1200 -0.3571 0.2156
H -0.2034 -0.8238 -0.9122
Cl -3.2645 7.5199 0.7557
C -3.4660 5.8170 1.2883
C -4.5221 5.7721 2.3193
Cl -4.7639 4.0223 2.7800
H -2.5070 5.5744 1.7461
H -3.7062 5.3260 0.3452
H -5.3843 6.1738 1.7869
H -4.2487 6.3962 3.1702
Cl -2.8232 -2.1255 -5.6322
C -3.4126 -1.9111 -7.3508
C -4.2035 -3.1381 -7.9571
Cl -5.6411 -3.3066 -6.8914
H -2.5600 -1.5974 -7.9531
H -4.0166 -1.0056 -7.2922
H -3.6715 -4.0845 -7.8606
H -4.5721 -3.0245 -8.9766
Cl 3.7842 -1.0381 -4.3623
C 4.1903 -1.2387 -6.1553
C 5.1001 -2.3962 -6.3311
Cl 5.8647 -2.4095 -7.9148
H 4.3382 -0.2628 -6.6176
H 3.2028 -1.4525 -6.5644
H 4.5790 -3.3312 -6.1255
H 5.9145 -2.2675 -5.6181
*
```

Quick look at the Mulliken charges, all values in e:
1. O -0.550
2. C 0.657
3. O -0.262
4. C -0.438
5. C 0.346
6. F -0.259
7. O -0.324
8. H 0.258
9. H 0.291
10. H 0.280
11. O -0.557
12. C 0.686
13. O -0.289
14. C -0.393
15. C 0.268
16. F -0.283
17. O -0.292
18. H 0.288
19. H 0.266
20. H 0.305
21. C -0.730
22. N 0.825
23. O -0.506
24. O -0.488
25. H 0.269
26. H 0.297
27. H 0.332
28. C -0.724
29. N 0.893
30. O -0.521
31. O -0.524
32. H 0.279
33. H 0.277
34. H 0.320
35. C -0.745
36. N 0.887
37. O -0.512
38. O -0.530
39. H 0.296
40. H 0.317
41. H 0.286
42. C -0.605
43. N 0.866
44. O -0.513
45. O -0.521
46. H 0.242
47. H 0.295
48. H 0.230
49. C -0.624
50. N 0.863
51. O -0.526
52. O -0.514
53. H 0.241
54. H 0.260
55. H 0.299
56. Cl -0.171
57. C -0.327
58. C -0.513
59. Cl -0.183
60. H 0.250
61. H 0.329
62. H 0.310
63. H 0.307
64. Cl -0.212
65. C -0.420
66. C -0.319
67. Cl -0.194
68. H 0.345
69. H 0.249
70. H 0.301
71. H 0.249
72. Cl -0.198
73. C -0.366
74. C -0.456
75. Cl -0.200
76. H 0.286
77. H 0.257
78. H 0.322
79. H 0.361
80. Cl -0.151
81. C -0.529
82. C -0.377
83. Cl -0.182
84. H 0.334
85. H 0.331
86. H 0.271
87. H 0.307
88. Cl -0.203
89. C -0.535
90. C -0.247
91. Cl -0.192
92. H 0.394
93. H 0.285
94. H 0.270
95. H 0.229